ORCA calculation (wB97M-V/def2-TZVPD) on a molecular structure, C36H63AsF6N5O8S4.

Computed properties:
spin multiplicity	2
frontier orbital gap (spin up / spin down)	7.223 / 2.791	eV
⟨S²⟩	0.764
LUMO (spin up / spin down)	-1.6 / -6.0	eV

```
123
Properties=species:S:1:pos:R:3:forces:R:3
As -0.15163 0.42257 -0.34057 -0.5 -0.6 -2.6
F -0.22723 -1.03312 -1.33636 0.2 1.1 0.6
F 0.89532 1.28681 -1.51471 -1.2 -0.6 1.3
F -0.13766 1.86971 0.74471 -0.1 -0.6 -0.4
F -1.14508 -0.40067 0.84178 0.2 0.7 0.0
F 1.27845 -0.20145 0.43338 -0.2 0.6 0.2
F -1.63218 1.01882 -1.22805 1.5 -0.2 1.4
C 0.96827 4.79091 -4.21316 0.9 -0.2 -0.1
C -0.05132 4.88579 -3.07980 -0.6 0.0 -1.9
C 0.51428 4.83202 -1.68232 0.5 0.5 -0.3
C 1.68733 5.75533 -1.64136 -1.7 -1.3 0.7
N 2.60252 6.42878 -1.57023 1.1 0.8 0.0
H 1.75126 4.06265 -4.00184 -0.1 -0.3 0.1
H 1.53072 5.71031 -4.37578 -0.2 0.2 0.1
H 0.54766 4.49457 -5.17409 -0.3 0.1 0.1
H -0.80902 4.12906 -3.28316 0.1 -0.3 0.6
H -0.59965 5.81310 -3.24581 0.0 0.2 0.4
H 0.85779 3.83328 -1.41284 0.0 -0.1 0.0
H -0.27952 5.13117 -0.99788 0.3 0.1 0.3
C -2.82491 1.32825 3.42528 0.9 0.5 -0.4
C -1.85505 1.14628 4.62909 -1.5 1.4 -0.1
C -0.86988 0.01674 4.50504 -0.2 -0.9 0.3
C -1.45999 -1.28473 4.37322 -2.6 -4.3 -0.6
N -1.93456 -2.35607 4.25274 1.4 3.1 0.4
H -2.20376 1.36949 2.53053 -0.1 -0.5 -0.4
H -3.34362 2.28442 3.35627 0.1 0.2 0.8
H -3.62698 0.59973 3.30682 0.5 -0.4 0.2
H -2.47450 1.15338 5.52594 0.2 -0.8 0.3
H -1.28106 2.05683 4.80092 0.2 0.2 -0.4
H -0.28775 -0.14300 5.41263 0.6 0.7 0.0
H -0.27601 0.03687 3.59125 0.4 0.7 0.1
C 4.26490 -3.44888 -1.48871 -0.2 -0.3 0.1
C 2.75981 -3.13304 -1.26574 0.4 -0.4 -0.6
C 1.95355 -3.48324 -2.55262 0.9 0.3 -0.4
C 2.17809 -2.44734 -3.59690 -0.6 0.2 0.0
N 2.32861 -1.66398 -4.43165 0.0 -0.5 0.6
H 4.68075 -2.81102 -2.26866 0.1 0.0 0.0
H 4.42424 -4.49158 -1.76345 -0.5 -0.1 -0.6
H 4.93402 -3.46617 -0.62844 -0.3 0.9 0.4
H 2.54731 -2.07773 -1.09466 0.3 0.1 0.3
H 2.38525 -3.69852 -0.41249 -0.1 -0.1 -0.1
H 0.89094 -3.66096 -2.38717 0.0 0.3 0.0
H 2.36131 -4.36625 -3.04465 -0.1 -0.4 0.3
C -4.46754 -2.33308 1.75462 0.5 -0.9 -1.1
C -5.50973 -3.47972 1.56836 -0.1 -0.3 0.2
C -4.95691 -4.54711 0.58687 0.9 0.8 -0.2
S -3.86518 -3.58268 -0.58830 -1.2 0.5 -0.5
O -4.54660 -3.45229 -1.89391 1.0 -0.2 1.8
O -2.49180 -4.05424 -0.51254 -0.7 0.2 -0.1
C -4.02230 -1.96474 0.31496 -0.9 -0.8 -0.4
H -3.59712 -2.73453 2.27358 0.0 0.2 0.3
H -4.86357 -1.46187 2.27639 0.0 -0.2 0.0
H -6.47509 -3.06732 1.27491 0.1 0.1 -0.6
H -5.77919 -4.00431 2.48504 0.4 0.2 0.3
H -5.67035 -5.18382 0.06368 -0.1 0.6 -0.2
H -4.26728 -5.23955 1.06960 0.1 0.2 0.2
H -4.85910 -1.51420 -0.21876 -0.1 0.1 0.0
H -3.15181 -1.33459 0.13263 0.2 -0.4 0.4
C 3.32035 2.81116 0.28846 1.2 0.1 -1.4
C 3.97049 2.92575 -1.16393 0.8 1.3 1.3
C 5.18211 3.92499 -1.01116 -0.7 0.0 0.7
S 5.97865 3.57694 0.59230 -0.8 -0.8 -1.0
O 6.02133 4.81380 1.36460 0.2 -1.2 -0.3
O 7.14608 2.72494 0.36070 -0.9 1.0 0.8
C 4.54160 2.46882 1.15159 0.5 0.2 -0.1
H 2.53977 2.05083 0.26197 0.2 -0.1 0.2
H 2.87229 3.75498 0.59917 0.0 0.2 -0.1
H 3.32507 3.37926 -1.91618 -0.2 -0.5 0.0
H 4.35937 1.94666 -1.44365 -0.3 0.0 -0.3
H 4.81746 4.93561 -0.82743 -0.3 0.1 -0.3
H 5.88673 3.97615 -1.84123 0.1 -0.4 0.2
H 4.39375 2.51474 2.23053 0.2 0.3 0.0
H 4.93404 1.48649 0.88868 -0.1 -0.1 0.1
C 1.20827 -2.52158 2.31430 -0.1 -0.3 -0.8
C 1.69541 -2.83011 3.70479 0.5 -0.8 0.9
C 2.51233 -4.11932 3.59245 0.7 0.1 -0.3
S 1.53872 -5.27687 2.53273 -0.5 1.3 -0.3
O 0.63706 -6.12138 3.31540 1.1 0.9 -0.6
O 2.39775 -5.86754 1.51662 -0.5 0.4 0.8
C 0.56525 -3.80601 1.82698 -0.8 -1.6 1.1
H 2.01415 -2.25986 1.62864 0.2 0.3 0.2
H 0.49330 -1.69897 2.33004 -0.1 -0.1 -0.3
H 0.91560 -3.03967 4.43696 -0.5 0.3 -0.2
H 2.30194 -2.02211 4.11388 0.2 0.0 0.0
H 2.88790 -4.55804 4.51688 -0.5 -0.2 0.0
H 3.39041 -3.83920 3.01055 0.1 -0.5 -0.3
H -0.34399 -3.90127 2.42053 -0.3 -0.2 -0.2
H 0.30700 -4.02864 0.79167 0.4 0.4 0.0
C -1.71110 -2.04656 -4.99128 0.6 0.4 -0.8
C -2.15681 -2.55550 -6.40424 -0.3 -1.0 -0.1
C -1.86184 -4.09519 -6.44386 0.2 0.9 0.7
S -1.90840 -4.63785 -4.67831 -0.7 -0.4 -0.3
O -0.59045 -5.18600 -4.36575 -0.9 0.5 0.2
O -3.11402 -5.46228 -4.55808 1.3 0.7 0.3
C -2.12920 -2.95218 -3.86172 -0.7 -1.1 -1.0
H -2.05905 -1.03826 -4.76689 0.2 0.1 -0.3
H -0.62631 -2.05737 -5.09714 0.2 0.4 0.4
H -1.63428 -1.99871 -7.18209 0.5 -0.2 0.2
H -3.18588 -2.44045 -6.74463 -0.4 0.3 0.9
H -0.87442 -4.32190 -6.84599 0.0 0.0 0.3
H -2.60381 -4.70878 -6.95484 0.0 0.2 0.1
H -1.62533 -2.92041 -2.89569 0.5 0.0 -0.4
H -3.17679 -2.73476 -3.65338 -0.1 -0.8 -0.1
N 0.83491 2.71078 3.27327 1.7 0.0 1.2
C 1.12770 3.88330 4.00103 -2.3 -0.8 -1.3
C 2.13220 3.65710 4.89663 1.5 -2.5 -0.5
C 2.55575 2.28710 4.63884 0.8 4.0 2.1
C 1.73116 1.76528 3.64144 -1.6 0.2 -1.6
H 0.11758 2.59478 2.57179 -0.1 -0.1 -0.5
H 0.44247 4.69634 3.81173 0.4 0.4 0.2
H 2.59200 4.39971 5.53186 0.0 -0.3 0.1
H 3.46413 1.96154 5.12387 -0.2 -0.8 -0.3
H 1.73341 0.80988 3.13784 0.1 -0.1 0.0
N -2.79341 3.59614 -0.21106 0.3 0.8 -0.8
C -2.44946 4.49005 0.79386 0.4 -2.4 -0.7
C -3.07415 5.66820 0.53656 1.0 0.3 3.0
C -3.79683 5.50540 -0.59866 -1.8 0.3 -2.8
C -3.54035 4.27055 -1.16254 -0.4 -0.2 1.7
H -2.51465 2.63027 -0.30853 0.4 0.1 0.0
H -1.77957 4.10872 1.55033 -0.1 0.4 0.2
H -3.09572 6.42344 1.30827 -0.1 0.4 -0.5
H -4.59484 6.15123 -0.93406 0.4 0.3 -0.3
H -3.99228 3.81080 -2.02901 0.2 -0.1 0.2
```
Forces are in eV/Å.

These are the Löwdin partial charges, in e, on atoms 1 to 2: 0.88 -0.25